No. 1
Density functional theory data (the ωB97M-V functional and the def2-TZVPD basis) for a molecular structure, C4H11ClIrO8SSi.

Summary:
ΔE to the lowest compared entry with this formula, charge and spin = 0.00 kcal per mole
Gap between HOMO and LUMO = 8.670 eV
Net charge = -1

CARTESIAN COORDINATES (ANGSTROEM)
Ir (-1.06, 1.51, 0.52)
O (-3.54, 2.43, 3.27)
S (-2.63, 2.31, 2.18)
O (-3.07, 1.37, 1.05)
O (-1.31, 1.54, 2.52)
O (-2.20, 3.55, 1.50)
O (1.48, 2.43, -2.22)
Cl (0.54, 2.58, -1.17)
O (0.31, 3.93, -0.85)
O (-0.74, 1.87, -1.46)
O (0.98, 1.80, 0.04)
C (0.16, -3.19, -0.43)
Si (0.62, -1.37, -0.30)
C (1.70, -1.16, 1.22)
C (1.59, -0.97, -1.86)
C (-0.99, -0.43, -0.12)
H (1.05, -3.82, -0.50)
H (-0.45, -3.38, -1.32)
H (-0.41, -3.52, 0.44)
H (2.56, -1.83, 1.19)
H (1.12, -1.38, 2.12)
H (2.06, -0.13, 1.30)
H (2.40, -1.69, -1.97)
H (2.03, 0.03, -1.84)
H (0.95, -1.04, -2.74)
H (-1.65, -1.02, 0.53)
H (-1.50, -0.41, -1.10)

natural (NBO) atomic charge list, values in e, 4 entries:
1 Ir 1.06
2 O -0.94
3 S 2.49
4 O -0.91

---

No. 2
Density functional theory data (the ωB97M-V functional and the def2-TZVPD basis) for C4H11ClNOP in the gas phase.

Summary:
ΔE to the lowest compared entry with this formula, charge and spin = 0.00 kcal per mole
Gap between HOMO and LUMO = 10.458 eV
Net charge = 0
SMILES string = CCCN[P@](C)(=O)Cl

CARTESIAN COORDINATES (ANGSTROEM)
C (1.50, -0.78, -2.16)
C (0.96, -0.34, -0.86)
C (0.27, 1.07, -0.86)
N (-0.36, 1.45, 0.35)
P (-1.53, 0.38, 0.93)
C (-0.93, -0.82, 2.32)
O (-2.31, -0.07, -0.19)
Cl (-2.64, 1.53, 2.05)
H (0.81, -1.29, -2.77)
H (1.93, 0.09, -2.65)
H (2.28, -1.49, -1.92)
H (1.78, -0.44, 0.00)
H (0.27, -1.05, -0.39)
H (0.87, 1.93, -1.04)
H (-0.46, 0.96, -1.61)
H (0.27, 1.88, 1.04)
H (-1.81, -0.78, 3.00)
H (-0.85, -1.77, 1.94)
H (-0.03, -0.47, 2.83)

natural (NBO) atomic charge list, values in e, 4 entries:
1 C -0.62
2 C -0.40
3 C -0.23
4 N -0.96

---

No. 3
Density functional theory data (the ωB97M-V functional and the def2-TZVPD basis) for a molecular structure, C4H11CuO2.

Summary:
2S+1 = 2
ΔE to the lowest compared entry with this formula, charge and spin = 12.54 kcal per mole
Gap between HOMO and LUMO (alpha / beta) = 10.011 / 7.849 eV
Expectation value of S² = 0.761
Net charge = +1

CARTESIAN COORDINATES (ANGSTROEM)
C (2.12, 0.59, -1.30)
O (0.97, 0.90, -0.50)
C (0.11, 1.90, -1.08)
C (-1.15, 1.96, -0.25)
O (-0.75, 2.02, 1.13)
C (-1.80, 2.38, 2.03)
H (2.71, -0.15, -0.75)
H (1.79, 0.17, -2.25)
H (2.71, 1.50, -1.46)
H (-0.14, 1.62, -2.11)
H (0.64, 2.86, -1.08)
H (-1.77, 1.06, -0.39)
H (-1.72, 2.85, -0.51)
H (-2.62, 1.65, 1.97)
H (-1.38, 2.39, 3.04)
H (-2.17, 3.38, 1.77)
Cu (0.78, 0.90, 1.41)
H (3.12, 0.65, 2.02)

natural (NBO) atomic charge list, values in e, 4 entries:
1 C -0.25
2 O -0.64
3 C -0.10
4 C -0.10

---

No. 4
Density functional theory data (the ωB97M-V functional and the def2-TZVPD basis) for a gas-phase ion, C4H11FNS (charge +1).

Summary:
ΔE to the lowest compared entry with this formula, charge and spin = 0.00 kcal per mole
Gap between HOMO and LUMO = 10.782 eV
Net charge = +1
SMILES string = C[NH2+]C[C@](C)(F)S

CARTESIAN COORDINATES (ANGSTROEM)
C (-1.25, -0.37, -2.08)
N (-0.47, 0.60, -1.31)
C (-0.57, 0.62, 0.14)
C (0.79, -0.03, 0.75)
C (0.86, -0.05, 2.31)
F (1.70, 0.96, 0.25)
S (0.97, -1.63, -0.10)
H (-0.69, -1.28, -1.93)
H (-2.16, -0.51, -1.54)
H (-1.32, -0.08, -3.17)
H (0.65, 0.47, -1.49)
H (-0.72, 1.57, -1.58)
H (-0.46, 1.72, 0.42)
H (-1.41, 0.10, 0.35)
H (0.19, -0.85, 2.70)
H (0.38, 0.94, 2.62)
H (1.86, -0.19, 2.72)
H (1.64, -1.99, 0.95)

natural (NBO) atomic charge list, values in e, 4 entries:
1 C -0.42
2 N -0.53
3 C -0.26
4 C 0.24

---

No. 5
Density functional theory data (the ωB97M-V functional and the def2-TZVPD basis) for 3 unconnected molecules or ions with the total composition C4H11IN3.

Summary:
ΔE to the lowest compared entry with this formula, charge and spin = 102.63 kcal per mole
Gap between HOMO and LUMO = 8.609 eV
Net charge = +1

CARTESIAN COORDINATES (ANGSTROEM)
C (1.85, -0.05, 1.49)
C (-0.09, 0.22, -1.78)
C (1.02, 0.48, 0.34)
C (-0.84, 0.85, 1.34)
N (-2.06, 2.49, 0.06)
N (-1.62, 1.54, 0.70)
N (0.57, -0.33, -0.60)
I (-1.39, -3.72, 0.08)
H (2.99, 0.15, 1.30)
H (1.75, -1.16, 1.46)
H (1.48, 0.47, 2.39)
H (0.79, 0.57, -2.35)
H (-0.53, -0.51, -2.38)
H (-0.77, 0.95, -1.59)
H (1.21, 1.55, -0.03)
H (-1.02, 0.11, 2.08)
H (-2.53, 2.39, -0.92)
H (-1.43, -4.63, -1.11)
H (0.61, -1.38, -0.46)

natural (NBO) atomic charge list, values in e, 4 entries:
1 C -0.68
2 C -0.42
3 C 0.22
4 C -0.05

---

No. 6
Density functional theory data (the ωB97M-V functional and the def2-TZVPD basis) for C4H11N2 in the gas phase.

Summary:
2S+1 = 2
ΔE to the lowest compared entry with this formula, charge and spin = 74.71 kcal per mole
Gap between HOMO and LUMO (alpha / beta) = 4.169 / 9.127 eV
Expectation value of S² = 0.751
Net charge = 0

CARTESIAN COORDINATES (ANGSTROEM)
C (-0.72, -1.56, -0.29)
C (-0.61, -0.04, -0.65)
C (-0.38, 0.79, 0.60)
C (0.45, 1.86, 0.42)
N (0.87, 2.15, -0.87)
N (0.34, -1.77, 0.77)
H (-1.71, -1.81, 0.13)
H (-0.26, -2.27, -1.13)
H (0.23, -0.11, -1.32)
H (-1.68, 0.24, -1.02)
H (-1.10, 0.73, 1.54)
H (0.82, 2.54, 1.21)
H (0.30, 1.81, -1.63)
H (0.19, -1.50, 1.76)
H (1.47, 2.91, -1.10)
H (1.17, -1.24, 0.64)
H (0.62, -2.73, 0.94)

natural (NBO) atomic charge list, values in e, 4 entries:
1 C -0.29
2 C -0.49
3 C -0.39
4 C 0.02

---

No. 7
Density functional theory data (the ωB97M-V functional and the def2-TZVPD basis) for 2 unconnected molecules or ions with the total composition C4H11N2.

Summary:
ΔE to the lowest compared entry with this formula, charge and spin = 72.29 kcal per mole
Gap between HOMO and LUMO = 9.903 eV
Net charge = +1

CARTESIAN COORDINATES (ANGSTROEM)
C (1.32, -0.32, -1.03)
C (0.02, -0.57, -1.34)
C (3.57, 0.58, -0.32)
C (-2.64, 0.41, 1.50)
N (2.36, -0.06, -0.54)
N (-2.00, -0.56, 0.65)
H (-0.35, 0.20, -1.95)
H (-0.23, -1.50, -1.73)
H (-0.69, -0.28, -0.49)
H (4.52, 0.10, -0.67)
H (3.50, 1.53, -0.75)
H (3.58, 0.66, 0.78)
H (-2.89, 1.26, 0.78)
H (-1.91, 0.69, 2.22)
H (-3.52, 0.09, 2.00)
H (-1.99, -1.49, 1.09)
H (-2.63, -0.72, -0.21)

natural (NBO) atomic charge list, values in e, 4 entries:
1 C 0.68
2 C -0.85
3 C -0.45
4 C -0.40